Entry 1:
ORCA calculation (ωB97M-V/def2-TZVPD) on a cluster of 2 separate species, C3H6N4O in total at a distorted geometry.

Last column: Mulliken charge in e.
CARTESIAN COORDINATES (ANGSTROEM)
O: -1.01498 -0.39815 -0.67434  -0.292
N: 1.90660 0.49371 0.55749  -0.336
N: 0.13442 -0.40991 0.03090  0.056
N: 2.51305 -0.71591 -0.00622  -0.375
N: 0.31009 2.11313 -0.36104  -0.630
C: -2.14908 -0.41534 0.43418  -0.438
C: 0.67589 0.82484 0.05244  0.347
C: 1.45246 -1.36263 -0.31302  -0.093
H: -2.15093 -1.21231 1.16556  0.267
H: -3.08403 -0.45260 -0.28236  0.212
H: 2.99200 1.29840 -0.28844  0.361
H: -0.75675 1.97642 -0.50399  0.257
H: 1.24946 -2.33632 -0.70703  0.395
H: -2.07820 0.59668 0.89587  0.268

Values from the calculation:
Energy relative to the best compared isomer or geometry (same formula, charge and spin) (kcal/mol): 207.62
HOMO-LUMO gap (Eh): 0.3195
Total energy (Ha): -411.8781
Net charge: 0

=====

Entry 2:
ORCA calculation (ωB97M-V/def2-TZVPD) on a structure of composition C3H6N4O at a distorted geometry.

Last column: Mulliken charge in e.
CARTESIAN COORDINATES (ANGSTROEM)
O: -0.75379 -2.53011 -1.36097  -0.494
N: 0.43417 0.64623 -0.74998  -0.501
N: -0.71458 2.36494 0.56056  -0.659
N: -0.28509 -1.01888 0.79220  -0.449
N: 0.90602 1.26751 1.64576  -0.867
C: 0.11994 -1.51241 -1.56272  -0.006
C: 0.23049 -0.59723 -0.39210  0.450
C: 0.32582 1.40930 0.50610  0.762
H: -1.94050 2.02180 0.45720  0.319
H: 1.70623 0.70349 1.54121  0.244
H: -0.37524 2.81011 1.63458  0.364
H: -0.40739 -1.95480 1.05665  0.258
H: 0.63685 -1.31278 -2.61204  0.302
H: -0.03076 -0.64352 1.76258  0.276

Values from the calculation:
Energy relative to the best compared isomer or geometry (same formula, charge and spin) (kcal/mol): 107.24
HOMO-LUMO gap (Eh): 0.3184
Total energy (Ha): -412.0380
Net charge: 0

=====

Entry 3:
ORCA calculation (ωB97M-V/def2-TZVPD) on a structure of composition C3H6N4O at a distorted geometry.

Last column: Mulliken charge in e.
CARTESIAN COORDINATES (ANGSTROEM)
O: -1.80973 0.83906 -0.04763  -0.358
N: 1.09247 -0.48535 -1.55005  -0.490
N: -1.51309 0.30154 2.15140  -0.513
N: 1.20082 0.00497 1.39009  -0.572
N: -0.16306 -0.94839 0.54817  -0.287
C: -1.14606 0.13318 1.02941  0.459
C: -0.07034 -0.21810 -0.81483  0.207
C: -1.15518 0.45542 -1.12526  -0.316
H: 1.23272 1.24910 0.83631  0.293
H: 1.38079 0.19939 -2.33244  0.265
H: 2.48460 -0.61787 1.12210  0.288
H: 0.95542 -1.59309 -2.02105  0.308
H: -1.02855 -0.22319 2.87731  0.303
H: -1.46081 0.90334 -2.06354  0.413

Values from the calculation:
Energy relative to the best compared isomer or geometry (same formula, charge and spin) (kcal/mol): 209.19
HOMO-LUMO gap (Eh): 0.2978
Total energy (Ha): -411.8756
Net charge: 0

=====

Entry 4:
ORCA calculation (ωB97M-V/def2-TZVPD) on an isolated molecule of C3H6N4O at a distorted geometry.

Last column: Mulliken charge in e.
CARTESIAN COORDINATES (ANGSTROEM)
O: 0.37551 -1.25605 -0.29940  -0.333
N: -1.67474 -0.60928 -0.23465  -0.287
N: -2.65139 0.42113 -0.18049  -0.695
N: 1.22856 1.40422 -0.16789  -0.510
N: -0.02186 0.99038 0.23476  -0.123
C: 1.64884 -0.85860 0.31714  -0.320
C: -0.46897 -0.37212 0.06556  0.366
C: 2.00012 0.44637 -0.42630  -0.152
H: -2.65171 0.74811 1.03791  0.269
H: -0.87125 1.33906 -0.18424  0.422
H: 2.19739 -1.88380 -0.02182  0.251
H: 2.89308 0.54631 -0.97387  0.444
H: 1.49026 -0.57772 1.36912  0.335
H: -3.49383 -0.33802 -0.53584  0.333

Values from the calculation:
Energy relative to the best compared isomer or geometry (same formula, charge and spin) (kcal/mol): 148.81
HOMO-LUMO gap (Eh): 0.3269
Total energy (Ha): -411.9718
SMILES: N/N=C1\NN=CCO1
Net charge: 0

=====

Entry 5:
ORCA calculation (ωB97M-V/def2-TZVPD) on an isolated molecule of C3H6N4O at a distorted geometry.

Last column: Mulliken charge in e.
CARTESIAN COORDINATES (ANGSTROEM)
O: -3.17507 -0.27075 -0.30201  -0.452
N: -0.83592 -0.64957 -0.11140  0.265
N: -0.00317 -1.83161 0.17611  -0.766
N: 0.17331 1.40614 0.80273  -0.497
N: 1.40704 0.82272 0.44399  -0.125
C: -2.22643 -0.97809 -0.43467  0.074
C: 2.44876 1.59142 0.10493  -0.369
C: -0.78416 0.65790 0.21088  -0.124
H: 2.33266 2.86983 -0.20399  0.235
H: 3.39024 1.02118 -0.11562  0.263
H: -2.54558 -1.88800 -1.09531  0.339
H: 0.96071 -2.05519 -0.59832  0.301
H: 0.66361 -1.66848 1.02830  0.331
H: -1.80603 0.97251 0.09437  0.525

Values from the calculation:
Energy relative to the best compared isomer or geometry (same formula, charge and spin) (kcal/mol): 150.72
HOMO-LUMO gap (Eh): 0.3286
Total energy (Ha): -411.9687
SMILES: C=N/N=C\N(N)C=O
Net charge: 0

=====

Entry 6:
ORCA calculation (ωB97M-V/def2-TZVPD) on a structure of composition C3H6N4O at a distorted geometry.

Last column: Mulliken charge in e.
CARTESIAN COORDINATES (ANGSTROEM)
O: -1.16828 1.86091 -0.23759  -0.547
N: 3.16416 0.73459 -0.26689  -0.529
N: 0.89383 -0.10604 0.61627  -0.327
N: -2.12310 -0.41978 -0.11722  0.135
N: -1.16480 -1.33778 -0.20247  -0.543
C: -2.03306 0.98645 0.01880  0.123
C: 0.06195 -1.26379 -0.01245  0.049
C: 2.20160 -0.13229 -0.15570  0.095
H: -3.00623 -0.79859 0.00065  0.229
H: -3.14557 1.36934 0.14304  0.261
H: 0.28627 0.64963 0.72336  0.284
H: 0.90872 -2.11684 0.02394  0.321
H: 2.27130 -1.24930 -0.97614  0.173
H: 2.85321 1.82348 0.44240  0.275

Values from the calculation:
Energy relative to the best compared isomer or geometry (same formula, charge and spin) (kcal/mol): 137.11
HOMO-LUMO gap (Eh): 0.3675
Total energy (Ha): -411.9904
Net charge: 0

=====

Entry 7:
ORCA calculation (ωB97M-V/def2-TZVPD) on an isolated molecule of C3H6N4O at a distorted geometry.

Last column: Mulliken charge in e.
CARTESIAN COORDINATES (ANGSTROEM)
O: 0.05289 -1.02519 -0.01344  -0.474
N: -1.51048 1.16846 -0.28143  -0.519
N: 2.72736 -0.81207 -0.10131  -0.616
N: -2.99833 -0.81070 -0.41931  -0.618
N: 0.61127 0.30768 0.09365  0.141
C: -0.24534 1.24849 -0.04443  0.081
C: -2.19873 -0.10686 0.22957  0.242
C: 2.07803 0.29501 -0.07925  0.158
H: 0.83832 -1.63984 -0.18372  0.365
H: 3.69236 -0.49852 -0.53323  0.286
H: 0.21285 2.29352 -0.10623  0.184
H: 2.44189 1.39705 -0.07381  0.225
H: -3.55820 -1.59354 0.12548  0.272
H: -2.14390 -0.22349 1.38746  0.273

Values from the calculation:
Energy relative to the best compared isomer or geometry (same formula, charge and spin) (kcal/mol): 115.64
HOMO-LUMO gap (Eh): 0.3510
Total energy (Ha): -412.0247
SMILES: [H]/N=C/N=C\N(O)/C=N/[H]
Net charge: 0

=====

Entry 8:
ORCA calculation (ωB97M-V/def2-TZVPD) on a structure of composition C3H6N4O2 at a distorted geometry.

Last column: Mulliken charge in e.
CARTESIAN COORDINATES (ANGSTROEM)
O: 2.70998 0.78111 -0.11105  -0.525
O: 0.60479 0.86029 1.83240  -0.451
N: -1.87803 -0.29183 0.15467  -0.407
N: 0.62936 0.20104 0.57483  0.203
N: 0.88918 0.50402 -1.76123  -0.375
N: -2.07084 -0.11494 1.44368  -0.265
C: -0.55095 -0.25107 -0.09196  0.300
C: 1.58186 0.51041 -0.38969  0.261
C: -0.06243 -0.68339 -1.58656  -0.351
H: 1.37992 0.57275 2.33950  0.360
H: -1.42379 0.28568 2.07559  0.220
H: -3.00417 0.02636 1.71243  0.199
H: 0.63636 -1.88951 -1.29116  0.214
H: -0.93148 -0.72574 -2.30618  0.321
H: 1.49026 0.21480 -2.59528  0.296

Values from the calculation:
Energy relative to the best compared isomer or geometry (same formula, charge and spin) (kcal/mol): 127.65
HOMO-LUMO gap (Eh): 0.3106
Total energy (Ha): -487.2495
Net charge: 0